{"formula": "C54H124F9N7O17S3", "method": "wB97M-V/def2-TZVPD", "elements": ["C", "O", "C", "C", "N", "H", "H", "C", "C", "O", "C", "H", "H", "H", "H", "H", "H", "H", "H", "H", "H", "H", "H", "H", "H", "C", "O", "C", "C", "N", "H", "H", "C", "C", "O", "C", "H", "H", "H", "H", "H", "H", "H", "H", "H", "H", "H", "H", "H", "H", "C", "O", "C", "C", "N", "H", "H", "C", "C", "O", "C", "H", "H", "H", "H", "H", "H", "H", "H", "H", "H", "H", "H", "H", "H", "C", "O", "C", "C", "N", "H", "H", "C", "C", "O", "C", "H", "H", "H", "H", "H", "H", "H", "H", "H", "H", "H", "H", "H", "H", "C", "C", "C", "N", "C", "C", "C", "C", "C", "C", "H", "H", "H", "H", "H", "H", "H", "H", "H", "H", "H", "H", "H", "H", "H", "H", "H", "H", "H", "H", "C", "C", "C", "N", "C", "C", "C", "C", "C", "C", "H", "H", "H", "H", "H", "H", "H", "H", "H", "H", "H", "H", "H", "H", "H", "H", "H", "H", "H", "H", "C", "C", "C", "N", "C", "C", "C", "C", "C", "C", "H", "H", "H", "H", "H", "H", "H", "H", "H", "H", "H", "H", "H", "H", "H", "H", "H", "H", "H", "H", "C", "F", "F", "F", "S", "O", "O", "O", "C", "F", "F", "F", "S", "O", "O", "O", "C", "F", "F", "F", "S", "O", "O", "O"], "positions_angstrom": [[-0.42910, 2.79372, -26.99545], [-0.49260, 1.52299, -27.52294], [-0.27661, 1.55900, -28.95767], [-0.46813, 0.17400, -29.61387], [-1.97213, -0.38731, -29.67686], [-2.58306, 0.40699, -29.80319], [-1.98897, -1.09621, -30.39607], [-2.34974, -1.04045, -28.33488], [-1.82045, -2.51139, -28.22686], [-0.40185, -2.47707, -28.18184], [0.20786, -3.75316, -28.38790], [0.34497, 3.30301, -27.56950], [-0.03172, 2.58826, -26.00148], [-1.38539, 3.30692, -27.09654], [0.77512, 1.71900, -29.19505], [-0.95810, 2.26503, -29.43222], [0.16756, -0.58988, -29.16613], [-0.26903, 0.11560, -30.68395], [-3.43342, -0.93551, -28.28250], [-2.06944, -0.33458, -27.55303], [-2.18351, -3.24051, -28.95119], [-2.06266, -2.95370, -27.26053], [0.17908, -4.08354, -29.42623], [-0.28670, -4.44114, -27.70220], [1.21513, -3.71850, -27.97277], [-3.32524, -6.13744, -19.00001], [-2.46723, -6.11491, -17.87704], [-2.55857, -7.16524, -17.03935], [-1.64332, -6.94135, -15.80727], [-1.44254, -5.49196, -15.37712], [-0.68817, -5.11969, -15.93608], [-2.22356, -5.02387, -15.81416], [-1.34171, -5.11160, -13.91053], [-0.94744, -6.25236, -12.97063], [0.14775, -7.05082, -13.42419], [1.48236, -6.50438, -13.10461], [-4.35848, -6.05153, -18.66364], [-3.07069, -7.12056, -19.39597], [-3.08629, -5.41183, -19.77749], [-2.44196, -8.15400, -17.48304], [-3.55473, -7.18065, -16.59718], [-0.66673, -7.32972, -16.09627], [-2.12391, -7.50269, -15.00599], [-2.31839, -4.67905, -13.69347], [-0.63762, -4.27956, -13.91806], [-1.84709, -6.83255, -12.76550], [-0.85128, -5.89388, -11.94577], [2.15593, -7.17273, -13.64099], [1.82960, -6.43943, -12.07345], [1.59095, -5.49338, -13.49727], [-7.34365, 3.70401, -27.97251], [-8.10002, 4.75823, -27.29107], [-8.08069, 6.05653, -27.84486], [-9.03493, 6.25096, -29.06735], [-10.30846, 5.53643, -28.77527], [-9.94217, 4.74834, -28.26065], [-10.81906, 6.10013, -28.11071], [-11.21360, 5.05074, -29.91212], [-10.69109, 3.81604, -30.69315], [-10.07522, 2.91396, -29.68195], [-9.43216, 1.89452, -30.35040], [-6.30462, 3.61360, -27.65573], [-7.51180, 3.63897, -29.04750], [-7.82716, 2.85018, -27.49786], [-7.03832, 6.27851, -28.07351], [-8.42697, 6.74703, -27.07584], [-8.53684, 5.84314, -29.94695], [-9.44134, 7.25255, -29.20792], [-11.46835, 5.96816, -30.44271], [-12.08870, 4.91274, -29.27709], [-9.96914, 4.23363, -31.39494], [-11.49415, 3.25078, -31.16609], [-10.09586, 1.28441, -30.96308], [-9.00506, 1.37524, -29.49248], [-8.64729, 2.30723, -30.98426], [-5.86864, 7.31645, -21.62395], [-4.62997, 6.79972, -21.01739], [-3.89887, 5.78543, -21.78639], [-4.59300, 4.41475, -21.72630], [-4.52007, 3.80253, -20.28614], [-3.51682, 3.76973, -20.17424], [-4.97768, 4.47920, -19.69215], [-5.13608, 2.46426, -20.04528], [-4.53933, 1.35153, -20.88909], [-3.07734, 1.32172, -20.76121], [-2.57347, 0.56874, -19.63402], [-6.69439, 6.61195, -21.52437], [-5.68855, 7.40470, -22.69534], [-6.11431, 8.33268, -21.31568], [-2.84054, 5.68546, -21.54550], [-3.84638, 6.09805, -22.82928], [-3.99307, 3.68675, -22.27238], [-5.61526, 4.34619, -22.09829], [-6.19044, 2.72017, -20.14988], [-4.83208, 2.32065, -19.00843], [-4.93167, 1.34466, -21.90601], [-4.94938, 0.41174, -20.51930], [-2.81812, 1.01333, -18.66935], [-1.48517, 0.62949, -19.63670], [-2.90037, -0.47104, -19.62485], [-12.89531, -6.26244, -30.05439], [-12.22391, -7.21311, -31.06946], [-11.05422, -6.47705, -31.84737], [-10.15620, -7.53942, -32.52213], [-9.10304, -6.70359, -33.35430], [-7.95959, -5.93917, -32.50653], [-7.28935, -6.81773, -31.46290], [-8.30539, -7.58941, -30.55233], [-9.39456, -8.39600, -31.45480], [-10.95746, -8.57332, -33.38117], [-13.90568, -6.49194, -29.71590], [-12.94094, -5.24159, -30.43372], [-12.38374, -6.31748, -29.09347], [-13.06622, -7.53528, -31.68168], [-11.90200, -8.15498, -30.62521], [-10.45412, -6.02410, -31.05818], [-11.40795, -5.72238, -32.54982], [-9.60786, -6.09374, -34.10352], [-8.58888, -7.49491, -33.89979], [-8.48327, -5.13428, -31.99076], [-7.14542, -5.56334, -33.12619], [-6.64082, -6.24728, -30.79800], [-6.63003, -7.57362, -31.88955], [-8.83971, -7.07153, -29.75585], [-7.81166, -8.36182, -29.96266], [-10.08419, -8.97877, -30.84415], [-8.68873, -9.05500, -31.96039], [-11.40787, -9.25038, -32.65535], [-10.23808, -9.17092, -33.94105], [-11.56111, -7.95544, -34.04594], [-12.98052, -15.48995, -17.92278], [-12.30518, -14.10558, -17.96114], [-12.01272, -13.76411, -19.37415], [-10.79919, -12.84484, -19.57507], [-10.62607, -11.74723, -18.45869], [-9.69428, -10.60702, -18.82381], [-9.93087, -10.07604, -20.26494], [-9.95948, -11.15822, -21.36437], [-10.97865, -12.30561, -20.99773], [-9.53172, -13.70047, -19.54914], [-12.77647, -15.80396, -16.89913], [-12.39789, -16.26357, -18.42295], [-14.06089, -15.42361, -18.05123], [-11.44591, -14.17474, -17.29408], [-12.98356, -13.40074, -17.48041], [-12.89441, -13.29482, -19.81059], [-11.72212, -14.61984, -19.98355], [-11.62005, -11.30860, -18.37090], [-10.45935, -12.13155, -17.45241], [-9.94398, -9.82362, -18.10824], [-8.64506, -10.84085, -18.64338], [-10.82700, -9.45584, -20.28471], [-9.11171, -9.36172, -20.34760], [-10.25293, -10.80132, -22.35160], [-8.95964, -11.59165, -21.34070], [-11.99248, -11.90627, -21.02574], [-11.04692, -13.14189, -21.69348], [-9.59568, -14.43396, -20.35288], [-9.29234, -14.31808, -18.68349], [-8.61299, -13.16115, -19.77974], [-17.58226, -1.14743, -25.10353], [-16.13620, -0.85060, -24.77253], [-15.94635, 0.58001, -24.12074], [-14.46286, 0.92750, -23.72733], [-13.91483, -0.26242, -22.88204], [-12.61514, 0.00251, -22.00381], [-12.76194, 1.31538, -21.20007], [-13.18086, 2.45712, -22.14884], [-14.53908, 2.20608, -22.88926], [-13.63367, 1.23830, -24.97740], [-17.69840, -2.13056, -25.55968], [-18.06017, -0.41473, -25.75380], [-18.15579, -1.05605, -24.18114], [-15.56559, -0.78683, -25.69905], [-15.67150, -1.77610, -24.43252], [-16.46203, 0.46261, -23.16765], [-16.32190, 1.40349, -24.72815], [-14.69828, -0.58820, -22.19781], [-13.70827, -1.09841, -23.55030], [-12.53966, -0.80959, -21.28068], [-11.69156, 0.00828, -22.58266], [-13.48191, 1.33038, -20.38183], [-11.77273, 1.38752, -20.74801], [-13.28794, 3.38513, -21.58722], [-12.43162, 2.83342, -22.84537], [-15.34115, 2.05890, -22.16599], [-14.94443, 2.98963, -23.52944], [-13.89855, 2.24828, -25.29025], [-13.74867, 0.60844, -25.85953], [-12.57859, 1.28530, -24.70781], [-15.55076, -7.44269, -22.68039], [-14.30632, -7.70603, -23.27793], [-15.40801, -6.26699, -22.03832], [-16.50962, -7.31813, -23.63701], [-16.13231, -8.78050, -21.46064], [-15.02899, -8.88884, -20.48204], [-17.36454, -8.33055, -20.73115], [-16.31213, -10.01052, -22.24380], [-3.04897, -9.30285, -26.16824], [-3.29299, -8.06472, -25.70161], [-4.16507, -10.02736, -25.90541], [-2.81083, -9.27350, -27.47211], [-1.70981, -10.17679, -25.06573], [-2.25394, -10.13861, -23.68950], [-1.57799, -11.52265, -25.53825], [-0.50849, -9.34774, -25.15909], [-8.87925, -4.33467, -24.49302], [-9.14475, -3.89055, -23.27004], [-7.61773, -4.88708, -24.50660], [-9.72034, -5.36071, -24.76167], [-9.04680, -2.83863, -25.85346], [-8.08294, -1.73346, -25.50018], [-8.64376, -3.49284, -27.10550], [-10.43546, -2.39945, -25.84545]], "atomic_forces_ev_per_a": [[1.2, 0.3, 0.1], [-0.4, -2.2, -2.8], [-0.8, -1.9, 0.3], [-1.1, -0.6, -0.5], [2.4, 0.1, 2.9], [-0.3, 0.0, -0.7], [-0.4, 0.1, -0.5], [-0.7, -0.5, -0.5], [0.8, 0.7, 1.3], [0.2, 0.8, -1.1], [-0.2, -0.1, 1.3], [0.0, 0.8, 0.3], [-0.5, 0.9, 0.3], [0.0, 0.2, 0.4], [0.1, 0.8, 0.1], [0.2, 0.4, 0.0], [-0.5, -0.1, 0.3], [0.6, 0.9, 0.0], [-0.2, -0.9, -0.2], [0.9, -0.4, 0.0], [-0.2, 0.4, -0.6], [-1.0, 0.3, 0.2], [0.0, 0.0, 0.1], [-0.2, -0.5, -0.4], [0.1, 0.3, -0.5], [0.3, -1.5, -0.1], [1.5, 3.0, -0.7], [-1.3, 0.1, 2.3], [0.6, -1.2, -0.8], [-0.8, -1.1, -1.1], [0.7, -0.1, 0.1], [-0.6, 0.5, 0.0], [0.3, 0.4, -0.3], [-0.2, -0.3, 0.2], [0.0, 1.3, 1.1], [-0.4, -0.3, -1.0], [-0.1, -0.1, -0.2], [-1.0, -0.1, -0.8], [0.3, 0.2, 0.6], [0.6, -0.1, -0.1], [-0.7, -0.2, -0.1], [0.1, 0.0, 0.8], [0.6, 0.1, 0.2], [0.1, -0.3, 0.5], [0.1, -0.1, 0.2], [0.1, -0.9, -0.8], [0.8, 0.7, 0.0], [0.0, 0.2, 0.1], [-0.9, -0.5, 0.4], [-0.1, 0.1, -0.3], [-1.3, -0.4, 1.3], [-0.2, -0.2, -0.9], [0.1, 0.4, 0.0], [0.2, 0.1, 0.0], [1.4, -1.1, -0.7], [-0.3, -1.2, 0.5], [-0.5, 0.1, 0.0], [-0.8, 0.6, 1.7], [0.4, 0.5, 2.6], [-1.9, 3.3, -1.4], [1.1, -0.9, 0.5], [0.1, 0.8, -0.3], [0.2, 0.3, 0.0], [0.1, -0.4, -0.4], [-0.2, 0.5, -0.4], [0.2, -0.1, 0.3], [-0.5, 0.1, -0.2], [1.3, 0.4, -0.3], [0.3, -0.4, -0.8], [-0.5, -0.9, -0.6], [0.3, -0.7, -0.3], [0.0, 0.4, -0.2], [-0.1, -0.2, 0.2], [0.3, -0.9, -0.6], [0.3, -0.2, -0.2], [1.4, -0.9, -1.1], [0.3, -0.7, -0.3], [-2.1, 0.8, 0.0], [0.7, -1.0, 0.5], [0.0, 1.3, -2.6], [0.4, -0.1, 0.9], [0.4, 0.4, 0.6], [0.7, 0.8, 0.4], [0.6, -0.8, 0.8], [-1.5, 0.3, -0.2], [0.1, 0.4, 0.2], [-0.1, 0.1, 0.5], [0.0, 0.0, -0.3], [0.3, -0.4, 0.7], [-0.1, 0.4, 0.9], [-0.3, -0.1, -0.3], [-0.1, 0.1, -0.4], [0.0, 0.3, 0.3], [-0.2, -1.0, 0.1], [-0.6, -0.4, 0.2], [0.9, 0.4, -0.4], [0.0, -0.1, 0.3], [-0.5, 0.2, 0.0], [-0.1, -0.1, -0.6], [0.0, 0.0, -0.3], [0.5, -0.2, 0.9], [-1.0, 0.8, -0.5], [-1.0, -2.5, 1.6], [1.0, 0.7, 0.5], [1.5, -1.6, 0.5], [-1.8, -0.9, 0.2], [-0.9, -1.0, 1.4], [-1.6, -0.6, -1.0], [2.2, 1.6, 0.5], [1.5, 1.5, 0.7], [-0.2, -0.5, -0.8], [0.2, 0.1, 0.1], [0.5, 0.6, -0.1], [0.4, 0.1, -0.8], [0.3, 0.4, 0.3], [0.2, 0.2, -0.3], [0.1, -0.3, -0.2], [-0.2, 0.1, 0.4], [0.1, 0.0, -0.2], [0.3, 0.4, -0.1], [-0.6, 0.2, -0.5], [-0.1, 0.3, -0.1], [-0.1, 0.0, -0.4], [0.1, 0.9, -0.3], [0.2, -0.2, -0.3], [0.0, 0.3, -0.3], [-0.7, -0.3, -0.7], [-0.6, 0.4, -0.4], [0.1, 0.3, -0.1], [-0.4, -0.6, 0.2], [0.8, 0.2, 1.8], [-0.4, -1.1, 0.7], [0.8, 0.7, -0.3], [1.5, -0.4, 0.8], [-1.6, 0.4, -1.0], [-0.4, -0.5, -0.6], [0.0, 0.4, 0.7], [-0.3, -1.2, 1.5], [0.1, 1.8, 0.5], [0.3, -0.6, -1.1], [-0.7, -0.1, 0.3], [-0.6, 0.2, -0.9], [0.3, -0.5, -0.5], [0.4, 0.1, -0.4], [0.1, 0.2, -0.2], [0.2, 0.1, -0.2], [-0.3, -0.2, 0.2], [-0.2, 0.0, -0.3], [0.4, -0.8, -0.5], [0.1, 0.1, 0.0], [0.1, -0.2, -0.2], [-0.3, -0.2, 0.0], [0.1, -0.1, -0.9], [0.3, 0.1, 0.1], [0.1, -0.1, -0.7], [0.0, 0.4, 0.2], [0.7, -0.1, 0.2], [-0.3, 0.1, -0.2], [-0.9, 0.6, 0.6], [-0.4, 0.6, 0.2], [-0.6, 0.7, 0.4], [1.1, 1.1, -2.2], [0.9, -2.5, 1.0], [-0.7, -0.5, -0.4], [1.4, 0.0, 0.3], [-2.0, 0.6, -0.2], [0.3, -0.2, -1.2], [-0.4, 1.2, -0.2], [0.8, -1.0, 0.8], [0.2, 0.6, 0.6], [0.0, 0.1, 0.3], [0.3, 0.1, -0.3], [-0.2, -0.6, 0.1], [-0.2, 0.1, -0.6], [0.0, 0.5, 1.5], [-0.1, 0.8, 0.1], [0.0, -0.2, 0.0], [-0.2, 0.3, -0.2], [-0.2, 0.3, -0.2], [-0.1, -0.3, -0.3], [-0.2, 0.1, -0.2], [-0.1, -0.6, -0.1], [-0.1, 0.9, 0.1], [-0.5, 0.0, 0.4], [0.3, -0.8, -0.4], [0.2, -0.3, 0.2], [0.6, 0.1, -0.1], [-0.2, 0.0, 0.1], [-0.4, -0.6, 0.7], [-0.1, -0.3, 0.1], [0.1, -0.6, 0.1], [-2.1, 0.3, 0.7], [-0.1, -0.3, -0.5], [1.3, 0.2, 0.4], [-1.2, -2.2, 3.7], [0.0, 0.6, -1.5], [2.1, 0.1, -2.6], [0.3, 1.8, -0.2], [0.6, -1.6, 2.6], [0.1, 0.2, -0.6], [-0.2, 0.4, -0.9], [-0.2, 0.2, -0.1], [1.2, 0.7, 2.8], [-0.5, 0.5, -1.6], [-0.4, -0.3, -1.2], [-0.8, 0.0, -0.9], [0.5, 0.0, -1.5], [0.1, 0.1, 0.1], [-1.2, 1.0, 0.1], [0.3, 1.0, 0.0], [1.9, 1.1, -1.3], [-1.6, -2.2, 0.4], [-0.4, -0.1, 1.2], [0.3, -0.5, 0.8]], "lowdin_charge": [-0.12, -0.20, -0.17, -0.04, 0.10, 0.16, 0.16, -0.06, -0.17, -0.23, -0.06, 0.09, 0.11, 0.09, 0.14, 0.13, 0.12, 0.13, 0.13, 0.12, 0.13, 0.14, 0.10, 0.10, 0.10, -0.05, -0.20, -0.25, -0.06, 0.08, 0.17, 0.15, -0.07, -0.21, -0.18, -0.04, 0.10, 0.10, 0.10, 0.15, 0.13, 0.14, 0.13, 0.14, 0.13, 0.12, 0.14, 0.10, 0.09, 0.08, -0.04, -0.20, -0.18, -0.07, 0.04, 0.13, 0.18, -0.05, -0.11, -0.22, -0.13, 0.09, 0.08, 0.10, 0.14, 0.13, 0.14, 0.14, 0.14, 0.13, 0.13, 0.14, 0.10, 0.10, 0.09, -0.05, -0.19, -0.16, -0.07, 0.06, 0.16, 0.17, -0.09, -0.17, -0.19, -0.07, 0.08, 0.08, 0.10, 0.14, 0.13, 0.13, 0.13, 0.15, 0.14, 0.13, 0.13, 0.08, 0.10, 0.09, -0.09, -0.21, -0.09, -0.24, -0.06, -0.14, -0.19, -0.12, -0.07, 0.05, 0.08, 0.08, 0.08, 0.11, 0.09, 0.12, 0.14, 0.12, 0.12, 0.10, 0.12, 0.12, 0.12, 0.11, 0.12, 0.12, 0.13, 0.10, 0.10, 0.11, -0.08, -0.25, -0.14, -0.21, -0.09, -0.17, -0.17, -0.12, -0.09, 0.01, 0.08, 0.08, 0.09, 0.11, 0.12, 0.15, 0.13, 0.14, 0.13, 0.12, 0.11, 0.12, 0.11, 0.12, 0.10, 0.13, 0.14, 0.11, 0.11, 0.10, -0.09, -0.24, -0.08, -0.24, -0.06, -0.13, -0.18, -0.16, -0.10, 0.03, 0.09, 0.08, 0.08, 0.09, 0.12, 0.13, 0.14, 0.14, 0.13, 0.12, 0.11, 0.12, 0.11, 0.11, 0.10, 0.13, 0.13, 0.10, 0.11, 0.10, -0.58, 0.05, 0.09, 0.09, 0.50, -0.41, -0.37, -0.36, -0.64, 0.09, 0.07, 0.13, 0.45, -0.39, -0.33, -0.38, -0.58, 0.11, 0.08, 0.10, 0.49, -0.43, -0.39, -0.38], "max_force_ev_per_a": 4.45, "energy_ha": -5885.8636, "total_charge": 4, "spin_multiplicity": 1}